a | This record from the Open Molecules 2025 dataset describes 2 unconnected molecules or ions with the total composition C4H8N2O3. The level of theory is the ωB97M-V functional and the def2-TZVPD basis.

```
17
C4H8N2O3 the ωB97M-V functional and the def2-TZVPD basis
C 1.703 -0.858 -0.768
C 1.806 0.684 -0.796
C -1.691 -0.112 -0.407
C 0.725 -1.398 0.230
N 0.757 -1.063 1.490
N -1.960 0.736 0.540
O 2.452 -1.567 -1.412
O -3.245 0.839 0.896
O -1.206 1.565 1.105
H 1.952 0.891 -1.840
H 2.736 1.047 -0.240
H 0.956 1.217 -0.456
H -2.506 -0.583 -0.840
H -0.557 -0.318 -0.663
H 0.122 -2.403 0.001
H -3.411 1.623 1.464
H 1.365 -0.301 1.696
```

Molar mass   132.1 u
SMILES   [H]/N=C\C(C)=O.C=[N+]([O-])O
E_HOMO   -0.34778 Eh

b | This record from the Open Molecules 2025 dataset describes a single C4H8N2O3 molecule. The level of theory is the ωB97M-V functional and the def2-TZVPD basis.

```
17
C4H8N2O3 the ωB97M-V functional and the def2-TZVPD basis
C -0.601 -0.768 -0.247
C 0.701 -1.013 0.557
C -0.606 0.796 -0.351
C 0.754 1.477 -0.237
H -1.986 -2.231 0.251
H -2.308 -0.726 1.010
H -0.487 -1.264 -1.197
H -1.093 1.033 -1.348
H -1.097 1.134 0.562
H 2.694 1.457 -0.871
H 1.512 0.973 -2.097
H -0.549 -0.937 2.026
N -1.824 -1.251 0.271
N 1.710 1.402 -1.170
O 1.824 -0.976 0.135
O 0.955 2.103 0.806
O 0.401 -1.209 1.899
```

Molar mass   132.1 u
SMILES   NC(=O)C[C@H](N)C(=O)O
E_HOMO   -0.35174 Eh

c | This record from the Open Molecules 2025 dataset describes 2 unconnected molecules or ions with the total composition C4H8N2O3. The level of theory is the ωB97M-V functional and the def2-TZVPD basis.

```
17
C4H8N2O3 the ωB97M-V functional and the def2-TZVPD basis
C -1.847 0.431 -0.416
C 1.241 1.090 -1.503
N -1.847 -1.166 1.208
C 0.901 0.207 0.874
C 0.853 -0.089 -0.666
N 1.015 -0.914 1.596
O -2.108 -0.764 -0.022
O 0.829 1.333 1.313
O 0.829 -1.240 -1.052
H -2.052 -2.176 1.208
H 0.933 -1.793 1.112
H 0.886 -0.881 2.594
H -2.109 0.624 -1.437
H -1.613 1.220 0.285
H 0.859 0.986 -2.517
H 2.332 1.124 -1.556
H 0.899 2.008 -1.020
```

Molar mass   132.1 u
E_HOMO (spin up / spin down)   -0.33430 / -0.30873 Eh

Relative energy of each structure, in eV: a 5.623; b 0.000; c 4.188.

a | This record from the Open Molecules 2025 dataset describes a single C4H8N2O3 molecule. The level of theory is the ωB97M-V functional and the def2-TZVPD basis.

```
17
C4H8N2O3 the ωB97M-V functional and the def2-TZVPD basis
C 1.401 0.710 0.011
C -0.514 -0.860 0.109
C -0.792 1.604 -0.136
C 2.239 -0.526 0.036
N 0.097 0.498 -0.117
N 3.674 -0.284 -0.027
O 1.856 1.811 0.222
O 4.328 -0.783 0.834
O 4.116 0.367 -0.923
H -1.363 -0.674 0.716
H -0.887 -1.319 -0.797
H 0.280 -1.447 0.618
H -0.870 2.071 -1.110
H -1.740 1.508 0.406
H -0.148 2.315 0.430
H 1.989 -1.425 0.758
H 1.964 -0.861 -0.953
```

Molar mass   132.1 u
SMILES   CN(C)C(=O)C[N+](=O)[O-]
E_HOMO   -0.36247 Eh

b | This record from the Open Molecules 2025 dataset describes a single C4H8N2O3 molecule. The level of theory is the ωB97M-V functional and the def2-TZVPD basis.

```
17
C4H8N2O3 the ωB97M-V functional and the def2-TZVPD basis
C -0.699 -2.553 -0.464
C 0.333 0.438 0.066
C -0.684 0.056 -0.710
C 0.383 1.805 0.638
N 1.507 2.015 1.420
O -0.608 -1.420 -1.365
O 1.378 -0.451 0.338
O -1.757 0.429 -1.241
N -0.436 2.762 0.435
H 2.117 -0.232 -0.240
H -1.567 -0.995 -1.753
H 1.466 2.869 1.953
H 1.871 1.214 1.913
H -1.166 2.519 -0.228
H -0.807 -3.447 -1.076
H 0.223 -2.577 0.109
H -1.552 -2.432 0.206
```

Molar mass   132.1 u
E_HOMO   -0.30502 Eh

Relative energy of each structure, in eV: a 1.065; b 0.000.

a | This record from the Open Molecules 2025 dataset describes 2 unconnected molecules or ions with the total composition CCl2O3P. The level of theory is the ωB97M-V functional and the def2-TZVPD basis.

```
7
CCl2O3P the ωB97M-V functional and the def2-TZVPD basis
C 1.035 -1.454 -0.456
O 0.370 -2.296 -0.049
O 1.809 -0.752 -0.932
O 0.169 0.526 1.463
P -0.675 0.537 0.084
Cl -0.139 2.328 -0.800
Cl -2.569 1.112 0.690
```

Molar mass   161.9 u
E_HOMO   -0.15580 Eh
Charge   -1

b | This record from the Open Molecules 2025 dataset describes 2 unconnected molecules or ions with the total composition CCl2O3P. The level of theory is the ωB97M-V functional and the def2-TZVPD basis.

```
7
CCl2O3P the ωB97M-V functional and the def2-TZVPD basis
C -0.813 0.650 0.206
O -1.052 0.933 -0.901
O -0.649 0.479 1.349
O 0.847 -1.165 -0.486
P 2.216 -0.603 -0.864
Cl 3.351 -1.022 0.953
Cl 1.881 1.298 -0.391
```

Molar mass   161.9 u
E_HOMO   -0.16159 Eh
Charge   -1

Relative energy of each structure, in eV: a 0.308; b 0.000.

a | This record from the Open Molecules 2025 dataset describes a gas-phase ion, C6H17N2 (charge +1). The level of theory is the ωB97M-V functional and the def2-TZVPD basis.

```
25
C6H17N2 the ωB97M-V functional and the def2-TZVPD basis
C -0.880 0.757 0.562
N 0.510 0.570 0.331
C 0.949 0.686 -1.107
C 2.410 0.235 -1.153
C 0.827 2.230 -1.443
C -1.703 -0.416 0.158
N -0.953 -1.682 0.617
C -1.237 -2.217 1.919
H -0.888 1.010 1.780
H -1.441 1.510 0.041
H 1.151 1.166 0.911
H 0.332 0.219 -1.842
H 2.692 -0.738 -0.473
H 2.820 -0.181 -2.111
H 3.209 0.924 -0.546
H 0.302 2.482 -2.418
H 0.348 2.914 -0.746
H 1.966 2.447 -1.676
H -2.837 -0.306 0.328
H -1.736 -0.330 -0.865
H -1.049 -2.272 -0.184
H 0.079 -1.454 0.466
H -1.543 -1.548 2.615
H -0.442 -2.708 2.558
H -2.062 -3.000 1.904
```

Molar mass   117.2 u
SMILES   C[NH2+]CCNC(C)C
E_HOMO   -0.48168 Eh
Charge   +1

b | This record from the Open Molecules 2025 dataset describes a gas-phase ion, C6H17N2 (charge +1). The level of theory is the ωB97M-V functional and the def2-TZVPD basis.

```
25
C6H17N2 the ωB97M-V functional and the def2-TZVPD basis
N -1.392 -1.432 -0.882
C -0.763 -0.449 -1.852
C 0.332 -1.125 -2.675
C -0.246 0.659 -0.950
N 0.587 0.094 0.110
C 0.998 -0.361 2.464
C 0.193 0.492 1.477
C 0.257 1.976 1.858
H -2.314 -1.057 -0.635
H -1.613 -2.356 -1.262
H -0.748 -1.461 -0.071
H -1.567 0.024 -2.416
H 0.785 -1.926 -2.099
H -0.074 -1.491 -3.614
H 1.079 -0.391 -2.966
H -0.952 1.440 -0.630
H 0.342 1.383 -1.534
H 1.545 0.393 0.017
H 2.057 -0.245 2.226
H 0.741 -1.420 2.441
H 0.769 -0.017 3.470
H -0.870 0.238 1.608
H 1.305 2.283 1.775
H -0.380 2.628 1.257
H -0.072 2.122 2.884
```

Molar mass   117.2 u
SMILES   CC(C)NC[C@@H](C)[NH3+]
E_HOMO   -0.49778 Eh
Charge   +1

Relative energy of each structure, in eV: a 2.917; b 0.000.

a | This record from the Open Molecules 2025 dataset describes a gas-phase ion, C6H17N2 (charge +1). The level of theory is the ωB97M-V functional and the def2-TZVPD basis.

```
25
C6H17N2 the ωB97M-V functional and the def2-TZVPD basis
N 2.129 2.171 -0.982
C 1.530 0.812 -1.069
C 0.186 0.728 -0.339
N -0.231 -0.642 -0.299
C -0.819 -1.134 -1.538
C -2.073 -0.115 1.277
C -0.923 -1.076 0.906
C 0.025 -1.209 2.088
H 1.549 2.889 -1.424
H 2.197 2.420 0.005
H 3.060 2.222 -1.395
H 2.177 0.114 -0.524
H 1.535 0.340 -2.048
H 0.328 1.099 0.680
H -0.555 1.405 -0.797
H -0.370 -0.651 -2.399
H -0.690 -2.209 -1.577
H -1.906 -0.993 -1.583
H -2.708 0.133 0.425
H -2.786 -0.534 1.985
H -1.696 0.764 1.735
H -1.408 -2.035 0.766
H 0.459 -0.259 2.400
H 0.870 -1.851 1.878
H -0.546 -1.584 2.935
```

Molar mass   117.2 u
SMILES   CC(C)N(C)CC[NH3+]
E_HOMO   -0.43757 Eh
Charge   +1

b | This record from the Open Molecules 2025 dataset describes a gas-phase ion, C6H17N2 (charge +1). The level of theory is the ωB97M-V functional and the def2-TZVPD basis.

```
25
C6H17N2 the ωB97M-V functional and the def2-TZVPD basis
C -0.722 -0.231 -0.549
N 0.593 -0.038 0.160
C 1.104 1.385 0.130
C 1.755 1.949 -1.232
C 0.993 3.091 -1.938
C -1.483 -1.261 0.288
N -0.956 -1.741 1.654
C -0.803 -3.279 1.784
H -1.410 0.735 -0.661
H -0.385 -0.618 -1.657
H 1.336 -0.496 -0.421
H 0.148 2.093 0.293
H 1.685 1.351 1.074
H 1.679 1.037 -1.911
H 2.756 2.387 -0.995
H 0.014 2.679 -2.306
H 0.718 3.909 -1.233
H 1.565 3.593 -2.626
H -2.445 -0.582 0.561
H -1.760 -2.265 -0.256
H -0.073 -1.180 1.927
H -1.751 -1.477 2.342
H -0.450 -3.577 2.700
H -0.288 -3.828 0.926
H -1.819 -3.637 1.948
```

Molar mass   117.2 u
SMILES   CCCNCC[NH2+]C
E_HOMO   -0.48698 Eh
Charge   +1

Relative energy of each structure, in eV: a 0.000; b 2.293.

a | This record from the Open Molecules 2025 dataset describes a single C2H6N4 molecule. The level of theory is the ωB97M-V functional and the def2-TZVPD basis.

```
12
C2H6N4 the ωB97M-V functional and the def2-TZVPD basis
C -1.044 0.423 0.002
C 2.503 0.086 0.044
H -1.958 -1.305 0.776
H -1.879 -1.163 -0.861
H -2.303 1.760 0.006
H 0.355 -1.131 0.018
H 3.431 0.723 0.001
H 2.710 -1.004 0.388
N -2.090 -0.651 -0.034
N -1.305 1.693 0.028
N 0.202 -0.098 -0.202
N 1.379 0.666 -0.166
```

Molar mass   86.1 u
SMILES   [H]/N=C(\N)NN=C
E_HOMO   -0.33528 Eh

b | This record from the Open Molecules 2025 dataset describes a single C2H6N4 molecule. The level of theory is the ωB97M-V functional and the def2-TZVPD basis.

```
12
C2H6N4 the ωB97M-V functional and the def2-TZVPD basis
C 0.264 0.446 0.130
C -2.055 0.769 0.029
N 3.321 0.612 0.268
N 1.208 -0.501 0.095
N 2.657 -0.325 0.065
N -0.907 -0.117 -0.075
H -2.680 0.682 -0.763
H -2.621 0.527 1.057
H -1.776 1.716 -0.070
H 0.851 -1.451 -0.290
H 2.908 -1.340 -0.149
H -1.171 -1.017 -0.298
```

Molar mass   86.1 u
E_HOMO   -0.32227 Eh

Relative energy of each structure, in eV: a 0.000; b 3.451.

a | This record from the Open Molecules 2025 dataset describes 3 unconnected molecules or ions with the total composition C2H13N2O2. The level of theory is the ωB97M-V functional and the def2-TZVPD basis.

```
19
C2H13N2O2 the ωB97M-V functional and the def2-TZVPD basis
N 0.105 1.433 1.166
C 0.246 -0.109 1.241
C 0.595 -0.758 -0.267
N 1.274 0.184 -1.132
H 0.497 1.839 0.304
H -0.876 1.699 1.480
H 0.489 2.029 2.080
H 1.126 -0.337 1.943
H -0.758 -0.545 1.391
H 1.175 -1.637 0.121
H -0.274 -1.170 -0.649
H 2.342 0.091 -1.019
H 0.939 0.195 -2.149
H 0.013 4.541 -1.941
H -0.886 3.888 -2.761
O -0.700 3.892 -1.768
H -2.180 -5.030 0.827
H -0.822 -4.463 0.233
O -1.236 -4.795 1.025
```

Molar mass   97.1 u
E_HOMO   -0.50583 Eh
Charge   +1

b | This record from the Open Molecules 2025 dataset describes 3 unconnected molecules or ions with the total composition C2H13N2O2. The level of theory is the ωB97M-V functional and the def2-TZVPD basis.

```
19
C2H13N2O2 the ωB97M-V functional and the def2-TZVPD basis
N 0.585 -0.026 0.911
C -0.241 -1.004 0.131
C -0.773 -0.280 -1.096
N -1.866 -0.946 -1.730
H 0.001 0.634 1.463
H 1.249 0.517 0.363
H 1.236 -0.538 1.510
H -1.014 -1.388 0.791
H 0.410 -1.835 -0.128
H 0.040 -0.224 -1.824
H -1.083 0.725 -0.785
H -2.442 -1.626 -1.261
H -1.873 -1.105 -2.720
H -1.153 2.724 1.773
H -1.265 2.037 3.093
O -1.094 1.840 2.163
H 3.677 0.308 -0.392
H 2.730 0.315 -1.545
O 2.877 -0.129 -0.716
```

Molar mass   97.1 u
E_HOMO   -0.45782 Eh
Charge   +1

Relative energy of each structure, in eV: a 2.104; b 0.000.

a | This record from the Open Molecules 2025 dataset describes 3 unconnected molecules or ions with the total composition C2H13N2O2. The level of theory is the ωB97M-V functional and the def2-TZVPD basis.

```
19
C2H13N2O2 the ωB97M-V functional and the def2-TZVPD basis
C 0.208 -1.030 -2.130
N -1.257 -0.926 -2.270
C 0.634 0.122 -1.242
N -0.023 -0.020 0.117
H 0.498 -1.932 -1.574
H 0.818 -1.046 -3.036
H -1.633 -1.620 -2.909
H -1.359 -0.061 -2.803
H 1.698 0.108 -1.035
H 0.247 1.045 -1.654
H 0.139 0.745 0.791
H 0.397 -0.810 0.625
H -0.995 -0.341 0.076
H -0.978 -1.716 4.769
H -1.172 -0.248 4.334
O -0.519 -0.950 4.407
H 0.574 3.343 0.962
H 1.661 2.832 1.625
O 1.061 2.505 0.948
```

Molar mass   97.1 u
E_HOMO   -0.52180 Eh
Charge   +1

b | This record from the Open Molecules 2025 dataset describes 3 unconnected molecules or ions with the total composition C2H13N2O2. The level of theory is the ωB97M-V functional and the def2-TZVPD basis.

```
19
C2H13N2O2 the ωB97M-V functional and the def2-TZVPD basis
C -1.244 -0.614 0.193
N -1.718 -0.156 -1.106
C -0.019 0.224 0.592
N 0.911 0.131 -0.559
H -0.949 -1.666 0.114
H -1.995 -0.519 0.975
H -1.990 -0.897 -1.729
H -2.433 0.551 -1.052
H 0.383 -0.206 1.515
H -0.325 1.261 0.739
H 1.455 0.999 -0.671
H 1.561 -0.643 -0.387
H 0.309 0.077 -1.394
H 1.943 -2.901 1.542
H 0.468 -3.229 1.605
O 1.101 -2.679 1.126
H 0.577 3.662 -1.203
H 1.249 3.552 0.167
O 0.717 3.052 -0.467
```

Molar mass   97.1 u
E_HOMO   -0.50501 Eh
Charge   +1

Relative energy of each structure, in eV: a 0.604; b 0.000.